{"formula": "C5H9IN3S", "method": "wB97M-V/def2-TZVPD", "e_above_lowest_kcal_mol": 13.4, "gap_ha": 0.2647, "lumo_energy_ev": -5.69, "charge": 1, "fmax_ha_per_bohr": 0.1137, "elements": ["C", "C", "C", "C", "C", "N", "N", "N", "S", "I", "H", "H", "H", "H", "H", "H", "H", "H", "H"], "xyz": [[-1.82, -2.50, 0.29], [-1.19, -0.81, -1.28], [-0.82, 0.67, -0.97], [1.22, -0.53, -0.17], [0.26, -1.41, 0.48], [-2.68, -3.22, 0.45], [-0.91, -1.66, -0.06], [0.56, 0.76, -0.42], [2.21, 3.16, 1.48], [0.46, -2.35, 2.42], [-2.19, -0.98, -1.59], [-0.64, -1.19, -2.13], [-0.97, 1.17, -1.93], [-1.46, 1.17, -0.29], [2.18, -0.39, 0.44], [1.40, -0.83, -1.15], [1.07, 3.94, 1.41], [0.68, 1.34, 0.41], [2.62, 3.66, 2.60]], "mulliken_charge": [0.360, -0.904, -0.434, -0.654, 0.506, -0.281, -0.099, -0.181, -0.338, 0.277, 0.486, 0.370, 0.326, 0.331, 0.380, 0.330, 0.185, 0.146, 0.195]}